Arrangement a

DFT (wB97M-V/def2-TZVPD) results for an isolated molecule of C3H5IS.

Values from the calculation:
Structure (SMILES): C[C@@H](I)C=S
LUMO level, eV: -0.86
E_HOMO, eV: -8.94
2S+1: 1

Cartesian coordinates (Å):
C1 0.408 -1.603 0.404
C2 -0.292 0.803 -0.031
C3 0.647 -0.389 -0.388
S1 0.618 -3.099 -0.078
I1 2.783 0.081 -0.002
H1 -0.087 -1.539 1.401
H2 -0.251 1.128 1.089
H3 -1.265 0.300 -0.069
H4 0.035 1.614 -0.818
H5 0.770 -0.735 -1.461


Arrangement b

DFT (wB97M-V/def2-TZVPD) results for an isolated molecule of C3H5IS.

Values from the calculation:
Structure (SMILES): C/C(I)=C\S
LUMO level, eV: 0.51
E_HOMO, eV: -8.55
2S+1: 1

Cartesian coordinates (Å):
C1 -1.354 0.487 -0.940
C2 0.919 0.143 0.010
C3 -0.073 0.717 -0.947
S1 -2.267 -0.703 0.016
I1 0.603 2.214 -2.234
H1 -1.819 0.969 -1.756
H2 1.045 -0.947 -0.146
H3 0.585 0.268 1.125
H4 1.876 0.533 0.045
H5 -1.578 -0.935 1.126


It turns out arrangement b is the most stable, with the second structure 0.0079 hartree higher.


Arrangement a

DFT (wB97M-V/def2-TZVPD) results for an isolated molecule of C3H3BrO.

Values from the calculation:
LUMO level, eV: -0.33
E_HOMO, eV: -9.13
2S+1: 1

Cartesian coordinates (Å):
C1 1.499 0.570 -0.184
C2 0.432 -0.246 0.113
C3 -2.176 -0.907 -0.015
O1 -0.982 -0.168 0.007
Br1 -3.537 0.261 -0.066
H1 2.381 0.065 0.104
H2 0.883 -1.094 0.519
H3 1.500 1.518 -0.480


Arrangement b

DFT (wB97M-V/def2-TZVPD) results for an isolated molecule of C3H3BrO.

Values from the calculation:
Structure (SMILES): C=CC(=O)Br
LUMO level, eV: 0.47
E_HOMO, eV: -10.02
2S+1: 1

Cartesian coordinates (Å):
C1 1.257 -0.256 -0.449
C2 0.271 -0.260 0.433
C3 -1.211 0.780 0.156
O1 -1.426 1.917 0.284
Br1 -2.588 -0.535 -0.032
H1 2.088 -0.905 -0.255
H2 1.543 0.314 -1.329
H3 0.066 -1.056 1.193


Arrangement c

DFT (wB97M-V/def2-TZVPD) results for an isolated molecule of C3H3BrO.

Values from the calculation:
LUMO level, eV: -0.67
E_HOMO, eV: -8.66
2S+1: 1

Cartesian coordinates (Å):
C1 -0.245 0.345 -0.232
C2 -1.478 0.256 0.351
C3 1.154 -0.149 0.214
O1 -0.591 0.980 -1.296
Br1 -2.989 -0.526 -0.189
H1 1.103 -0.044 1.263
H2 2.026 0.337 -0.176
H3 1.019 -1.199 0.064


It turns out arrangement b is the most stable, with the second structure 0.0800 hartree higher.


Arrangement a

DFT (wB97M-V/def2-TZVPD) results for the ion C6H12NO with charge -1.

Values from the calculation:
Charge: -1
Structure (SMILES): C=CCC[C@@H](N)C[O-]
LUMO level, eV: 3.71
E_HOMO, eV: -2.27
2S+1: 1

Cartesian coordinates (Å):
C1 0.168 1.537 1.949
O1 1.234 2.217 1.488
C2 -0.105 0.176 1.172
C3 0.784 -0.099 -0.006
C4 0.298 -1.001 -1.158
C5 -0.961 -0.108 -3.156
C6 -0.770 -0.161 -1.828
N1 -0.085 -0.963 2.180
H1 -0.823 2.066 1.799
H2 0.278 1.355 3.024
H3 -1.196 0.213 0.945
H4 1.223 0.842 -0.409
H5 1.740 -0.481 0.428
H6 -0.199 -1.900 -0.755
H7 1.151 -1.336 -1.756
H8 -0.353 -0.639 -3.875
H9 -1.706 0.586 -3.519
H10 -1.420 0.462 -1.201
H11 0.041 -1.922 1.867
H12 0.701 -0.844 2.811


Arrangement b

DFT (wB97M-V/def2-TZVPD) results for the ion C6H12NO with charge -1.

Values from the calculation:
Charge: -1
Structure (SMILES): C=CCC[C@@H](N)C[O-]
LUMO level, eV: 3.77
E_HOMO, eV: -2.47
2S+1: 1

Cartesian coordinates (Å):
C1 0.444 2.390 0.375
O1 1.550 2.236 -0.302
C2 -0.499 0.994 0.160
C3 0.553 -0.068 0.544
C4 0.118 -1.581 0.356
C5 -0.128 -3.200 -1.498
C6 -0.290 -1.943 -1.054
N1 -1.689 0.895 1.024
H1 -0.281 3.188 0.166
H2 0.600 2.450 1.507
H3 -0.745 0.984 -0.943
H4 1.526 0.221 -0.016
H5 0.738 0.060 1.609
H6 -0.675 -1.904 1.004
H7 1.089 -2.230 0.509
H8 0.219 -4.011 -0.819
H9 -0.219 -3.520 -2.495
H10 -0.667 -1.178 -1.781
H11 -1.452 0.387 1.950
H12 -1.904 1.850 1.261


It turns out arrangement a is the most stable, with the second structure 0.0054 hartree higher.


Arrangement a

DFT (wB97M-V/def2-TZVPD) results for an isolated molecule of C3H2N2.

Values from the calculation:
Structure (SMILES): C=C=NC#N
LUMO level, eV: 0.05
E_HOMO, eV: -9.84
2S+1: 1

Cartesian coordinates (Å):
C1 1.172 0.941 -3.348
C2 -0.158 0.129 -0.023
C3 0.239 0.516 -1.197
N1 1.490 0.996 -4.478
N2 0.454 1.086 -2.255
H1 0.615 0.606 0.638
H2 -0.577 -0.783 0.369


Arrangement b

DFT (wB97M-V/def2-TZVPD) results for a structure of composition C3H2N2.

Values from the calculation:
LUMO level, eV: -0.60
E_HOMO, eV: -9.28
2S+1: 1

Cartesian coordinates (Å):
C1 0.770 0.130 0.440
C2 0.483 1.191 -1.623
C3 -0.374 -0.653 0.605
N1 -0.061 0.277 -1.073
N2 -0.929 -0.604 -0.542
H1 0.726 1.077 0.962
H2 -0.615 -1.418 1.232


Arrangement c

DFT (wB97M-V/def2-TZVPD) results for a structure of composition C3H2N2.

Values from the calculation:
LUMO level, eV: -0.68
E_HOMO, eV: -8.70
2S+1: 1

Cartesian coordinates (Å):
C1 0.528 0.657 0.000
C2 -1.411 1.019 -0.168
C3 -0.748 -0.972 -0.341
N1 -1.724 -0.207 0.044
N2 0.564 -0.608 0.155
H1 1.367 1.274 0.014
H2 1.423 -1.162 0.295


It turns out arrangement a is the most stable, with the second structure 0.1735 hartree higher.


Arrangement a

DFT (wB97M-V/def2-TZVPD) results for an isolated molecule of C3H2N2.

Values from the calculation:
LUMO level, eV: 0.04
E_HOMO, eV: -10.61
2S+1: 1

Cartesian coordinates (Å):
C1 -0.125 0.116 -0.182
C2 -1.288 1.056 -0.407
C3 -3.172 2.355 0.918
N1 -2.367 1.731 0.240
N2 -0.645 0.801 -1.441
H1 0.696 0.560 0.168
H2 -0.158 -0.917 0.053


Arrangement b

DFT (wB97M-V/def2-TZVPD) results for an isolated molecule of C3H2N2.

Values from the calculation:
LUMO level, eV: 0.22
E_HOMO, eV: -8.27
2S+1: 1

Cartesian coordinates (Å):
C1 -1.467 -0.432 -0.492
C2 1.404 1.112 0.251
C3 -0.205 -0.799 0.002
N1 -2.574 -0.243 -0.770
N2 0.689 0.124 0.120
H1 2.070 1.902 0.436
H2 0.083 -1.665 0.453


Arrangement c

DFT (wB97M-V/def2-TZVPD) results for an isolated molecule of C3H2N2.

Values from the calculation:
LUMO level (alpha / beta), eV: -1.09 / -1.06
E_HOMO (alpha / beta), eV: -8.47 / -8.51
2S+1: 1

Cartesian coordinates (Å):
C1 0.628 1.089 -0.259
C2 -0.130 1.072 -1.345
C3 0.316 -0.031 0.498
N1 -1.189 -1.078 -0.593
N2 -0.466 -1.075 0.440
H1 1.350 1.809 0.078
H2 -0.509 -1.784 1.181


It turns out arrangement b is the most stable, with the second structure 0.0205 hartree higher.